23
Properties=species:S:1:pos:R:3 method="wB97M-V/def2-TZVPD" e_above_lowest_kcal_mol=57.56 lumo_ev="-3.51 / -7.90" homo_lumo_gap_ha="0.3544 / 0.1925" s_squared=0.76 total_charge=+1 max_force_ev_per_a=3.6 multiplicity=2 e_tot_ev=-10898.279
C 0.43645 0.87068 -0.61245
C 1.28903 -0.17025 -1.33966
C 1.95986 -1.27171 -0.56099
N 1.45224 -1.78853 0.80763
N -0.94637 0.91257 -1.19305
C -2.13243 1.79536 -0.78591
N -2.29505 1.81866 0.64814
H 0.73390 1.94629 -0.63876
H 0.42039 0.80257 0.54814
H 2.13135 0.39591 -1.97755
H 0.70516 -0.67572 -2.08615
H 2.89026 -1.03584 -0.23494
H 2.21511 -2.09282 -1.28715
H 1.44118 -2.80256 0.71949
H 0.56370 -1.44165 0.75143
H -1.32330 -0.07955 -1.37963
H -1.79269 2.77281 -1.29581
H -2.94888 1.31973 -1.33803
H -1.80584 2.60150 1.17227
H -2.09993 0.88212 1.09872
H -1.07989 -1.51007 2.75175
H 0.42756 -1.27437 3.10396
O -0.24180 -1.97512 3.12853